1.
190
Properties=species:S:1:pos:R:3 method="wB97M-V/def2-TZVPD" e_homo_ha=-0.2767 homo_lumo_gap_ev=7.812 e_lumo_ev=0.28 e_tot_ha=-3632.7548 charge=0
C -3.439 1.453 -2.093
C -3.962 2.498 -1.049
C -4.789 3.489 -1.902
C -5.711 4.419 -1.039
C -6.708 3.488 -0.340
C -6.038 2.424 0.574
N -4.904 1.816 -0.121
O -4.466 0.593 0.348
C -5.662 3.142 1.912
C -7.146 1.349 0.907
C -2.743 3.126 -0.353
H -4.306 0.855 -2.375
H -2.607 0.842 -1.744
H -3.144 2.010 -2.982
H -4.078 4.116 -2.441
H -5.321 2.994 -2.714
H -6.198 5.142 -1.694
H -5.176 5.022 -0.305
H -7.345 3.009 -1.083
H -7.334 4.206 0.190
H -4.791 2.653 2.349
H -5.327 4.171 1.786
H -6.421 3.230 2.689
H -7.994 1.766 1.451
H -7.454 0.944 -0.057
H -6.856 0.505 1.534
H -3.133 3.751 0.451
H -2.165 3.691 -1.085
H -2.171 2.258 -0.025
H -4.888 0.083 -0.348
C 7.057 -2.154 0.764
C 6.577 -0.806 0.153
C 5.114 -0.970 -0.308
C 4.109 -0.905 0.899
C 4.297 0.406 1.667
C 5.753 0.725 2.061
N 6.723 0.403 0.992
O 8.041 0.641 1.354
C 5.800 2.227 2.211
C 6.061 -0.033 3.374
C 7.352 -0.583 -1.254
H 8.141 -2.243 0.688
H 6.703 -2.979 0.146
H 6.699 -2.333 1.778
H 4.789 -0.197 -1.003
H 5.024 -1.947 -0.784
H 4.166 -1.799 1.520
H 3.154 -1.010 0.384
H 3.721 0.192 2.567
H 3.757 1.228 1.197
H 5.775 2.670 1.216
H 5.031 2.615 2.880
H 6.733 2.570 2.656
H 5.336 0.325 4.105
H 5.934 -1.112 3.469
H 7.099 0.081 3.685
H 8.427 -0.683 -1.101
H 7.209 0.431 -1.628
H 7.086 -1.378 -1.950
H 8.109 0.022 2.084
C 1.513 3.002 -4.792
C 1.737 2.634 -3.270
C 2.633 1.372 -3.218
C 4.139 1.629 -3.410
C 4.649 2.671 -2.447
C 3.840 4.013 -2.568
N 2.413 3.806 -2.584
O 1.653 5.028 -2.551
C 4.153 4.794 -1.320
C 4.315 4.794 -3.818
C 0.395 2.340 -2.600
H 0.755 2.333 -5.198
H 2.447 2.888 -5.343
H 1.284 4.051 -4.981
H 2.482 0.808 -2.297
H 2.348 0.728 -4.049
H 4.330 2.015 -4.411
H 4.707 0.705 -3.300
H 5.714 2.821 -2.624
H 4.516 2.336 -1.418
H 3.582 5.719 -1.237
H 3.933 4.346 -0.351
H 5.209 5.038 -1.202
H 5.310 5.241 -3.837
H 4.323 4.138 -4.688
H 3.637 5.625 -4.013
H -0.125 1.474 -3.010
H -0.246 3.213 -2.718
H 0.469 2.236 -1.518
H 1.058 4.847 -1.819
C 1.610 -1.681 3.467
C 1.094 -0.636 4.423
O 0.151 0.091 4.122
C 1.575 -0.674 5.880
H 1.176 -2.630 3.781
H 2.697 -1.757 3.485
H 1.331 -1.410 2.449
H 1.340 -1.628 6.353
H 1.054 0.096 6.449
H 2.663 -0.629 5.921
C -1.882 -6.621 -3.075
C -0.799 -5.645 -2.613
O 0.124 -6.009 -1.848
C -0.966 -4.240 -3.139
H -1.633 -6.877 -4.104
H -2.872 -6.166 -3.028
H -1.866 -7.452 -2.370
H -1.368 -4.298 -4.151
H 0.010 -3.772 -3.267
H -1.621 -3.602 -2.546
C -2.089 0.462 -5.739
C -0.926 -0.448 -5.293
O -0.841 -1.024 -4.204
C 0.094 -0.612 -6.375
H -1.792 1.471 -6.024
H -2.799 0.508 -4.913
H -2.652 0.012 -6.556
H 0.448 -1.635 -6.507
H 0.912 0.082 -6.183
H -0.263 -0.314 -7.361
C -4.260 -1.789 -3.645
C -4.582 -2.227 -2.204
O -4.880 -1.433 -1.300
C -4.858 -3.743 -1.971
H -4.602 -2.531 -4.367
H -3.203 -1.538 -3.740
H -4.801 -0.904 -3.978
H -5.149 -3.964 -0.944
H -4.046 -4.467 -2.039
H -5.653 -4.109 -2.620
C -0.385 -0.006 0.747
C -0.373 -1.412 0.313
O 0.578 -2.160 0.422
C -1.643 -1.962 -0.368
H -1.355 0.272 1.158
H -0.186 0.568 -0.158
H 0.443 0.251 1.406
H -2.516 -1.367 -0.104
H -1.655 -3.029 -0.144
H -1.440 -1.887 -1.436
C -2.634 1.973 6.025
C -3.082 1.808 4.562
O -4.195 1.459 4.388
C -2.194 2.239 3.438
H -2.615 2.995 6.404
H -1.725 1.405 6.226
H -3.393 1.565 6.692
H -2.326 3.318 3.358
H -2.383 1.730 2.493
H -1.151 2.022 3.669
C -2.062 -4.767 2.342
C -2.949 -5.765 1.461
O -3.027 -5.541 0.234
C -3.701 -6.891 2.029
H -1.829 -3.785 1.930
H -1.114 -5.290 2.469
H -2.549 -4.495 3.278
H -3.254 -7.289 2.940
H -3.746 -7.749 1.359
H -4.729 -6.670 2.315
C -2.714 -1.694 5.266
C -3.834 -2.351 4.524
O -4.562 -3.205 5.032
C -3.904 -1.894 3.043
H -2.655 -2.086 6.281
H -2.928 -0.626 5.320
H -1.774 -1.844 4.734
H -3.349 -2.604 2.430
H -3.435 -0.910 2.998
H -4.926 -1.882 2.666
C 1.632 3.242 1.360
C 0.886 4.549 1.198
O 0.425 4.866 0.080
C 0.531 5.274 2.492
H 1.157 2.634 2.131
H 2.657 3.482 1.643
H 1.642 2.674 0.430
H -0.127 6.120 2.293
H 1.447 5.432 3.061
H -0.054 4.635 3.154
C 2.789 -5.018 -0.345
C 1.702 -5.342 0.784
O 2.306 -4.698 1.844
C 3.688 -4.681 1.629
O 4.465 -4.515 2.525
O 3.962 -4.885 0.426
F 1.645 -6.602 1.093
H 2.434 -4.142 -0.887
H 2.853 -5.798 -1.103
H 0.685 -5.024 0.554

***

2.
61
Properties=species:S:1:pos:R:3 method="wB97M-V/def2-TZVPD" smiles="COc1cc(C(=O)N[C@H](CCSC)C(=O)OCC(=O)C(C)(C)C)cc(OC)c1OC" e_homo_ha=-0.2972 homo_lumo_gap_ev=8.530 e_lumo_ev=0.44 e_tot_ha=-1798.4169 charge=0
C 4.901 1.735 -1.189
O 5.021 0.401 -0.762
C 3.888 -0.279 -0.383
C 2.625 0.300 -0.424
C 1.498 -0.417 -0.042
C 0.134 0.150 -0.059
O -0.877 -0.541 0.002
N 0.027 1.490 -0.134
C -1.283 2.096 -0.150
C -1.240 3.526 0.396
C -0.391 4.486 -0.427
S 1.418 4.275 -0.262
C 1.652 4.758 1.472
C -2.208 1.275 0.765
O -2.015 1.133 1.944
O -3.318 0.917 0.121
C -4.316 0.257 0.890
C -5.133 -0.753 0.082
O -6.334 -0.653 0.087
C -4.405 -1.877 -0.638
C -3.422 -2.566 0.314
C -3.641 -1.298 -1.837
C -5.449 -2.884 -1.132
C 1.630 -1.739 0.372
C 2.877 -2.331 0.426
O 3.112 -3.609 0.825
C 2.008 -4.398 1.199
C 4.033 -1.605 0.056
O 5.178 -2.327 0.163
C 6.445 -1.746 -0.041
H 4.482 2.378 -0.408
H 4.293 1.821 -2.095
H 5.918 2.057 -1.410
H 2.528 1.309 -0.788
H 0.830 2.103 -0.139
H -1.702 2.080 -1.166
H -2.263 3.912 0.409
H -0.890 3.488 1.430
H -0.606 5.517 -0.145
H -0.588 4.364 -1.492
H 1.198 5.732 1.634
H 1.219 4.013 2.133
H 2.723 4.817 1.635
H -3.838 -0.251 1.737
H -5.011 1.011 1.281
H -2.586 -1.913 0.547
H -3.918 -2.868 1.234
H -3.025 -3.457 -0.168
H -4.284 -0.652 -2.430
H -3.292 -2.114 -2.466
H -2.777 -0.734 -1.500
H -6.156 -2.399 -1.800
H -4.963 -3.698 -1.664
H -6.005 -3.295 -0.293
H 0.734 -2.268 0.650
H 1.483 -3.974 2.060
H 2.422 -5.368 1.470
H 1.304 -4.523 0.371
H 7.156 -2.541 0.183
H 6.580 -1.416 -1.074
H 6.618 -0.903 0.631

***

3.
14
Properties=species:S:1:pos:R:3 method="wB97M-V/def2-TZVPD" smiles="CNC(=O)NC" e_homo_ha=-0.3457 homo_lumo_gap_ev=10.333 e_lumo_ev=0.93 e_tot_ha=-303.8745 charge=0
C -2.382 0.161 0.084
N -1.079 -0.038 0.687
C 0.033 0.386 -0.055
O -0.035 1.190 -0.966
N 1.179 -0.249 0.359
C 2.380 -0.261 -0.442
H -2.694 1.208 -0.016
H -3.113 -0.397 0.674
H -2.361 -0.280 -0.916
H -1.002 0.184 1.670
H 1.015 -1.111 0.858
H 3.255 -0.314 0.214
H 2.398 -1.131 -1.114
H 2.406 0.651 -1.036

***

4.
60
Properties=species:S:1:pos:R:3 method="wB97M-V/def2-TZVPD" e_homo_ha=-0.4686 homo_lumo_gap_ev=4.059 e_lumo_ev=-8.69 e_tot_ha=-1674.9041 charge=+2
C -2.385 -2.179 3.160
C -3.117 -1.228 2.379
C -3.195 -1.726 1.038
H -3.597 -0.320 2.759
C -2.511 -2.973 0.998
C -2.018 -3.255 2.303
H -1.517 -4.165 2.610
H -2.206 -2.130 4.232
H -3.732 -1.261 0.211
H -2.435 -3.640 0.136
Pb -0.500 -0.669 1.537
C 1.457 0.450 -1.754
H 1.266 -0.653 -2.003
H 2.522 0.537 -1.372
H 0.938 0.233 -0.802
Si -0.020 1.713 -2.383
C 0.193 3.661 -2.222
C -1.102 4.115 -1.857
H -1.951 3.407 -1.862
C -1.386 5.447 -1.536
H -2.386 5.741 -1.249
C -0.355 6.386 -1.620
H -0.537 7.399 -1.330
C 0.923 6.021 -2.022
H 1.734 6.748 -2.105
C 1.180 4.675 -2.363
H 2.163 4.419 -2.783
C -0.582 1.349 -4.237
C -1.194 2.240 -5.165
H -1.044 3.331 -5.089
C -1.960 1.774 -6.232
H -2.475 2.465 -6.925
C -2.072 0.410 -6.461
H -2.656 0.024 -7.287
C -1.368 -0.480 -5.666
H -1.360 -1.562 -5.878
C -0.625 -0.018 -4.594
H -0.015 -0.712 -4.001
H 3.428 1.407 -2.953
H 3.841 0.807 -2.645
C 1.823 -4.924 1.335
C 2.448 -5.052 2.578
C 2.354 -4.005 3.485
C 1.631 -2.849 3.158
N 1.041 -2.719 1.933
C 1.128 -3.742 1.052
C 1.427 -1.742 4.114
C 1.954 -1.745 5.412
C 1.669 -0.692 6.289
C 0.862 0.355 5.833
C 0.377 0.322 4.536
N 0.649 -0.701 3.689
H 1.853 -5.710 0.586
H 2.996 -5.954 2.842
H 2.821 -4.061 4.466
H 0.622 -3.603 0.093
H 2.573 -2.582 5.727
H 2.068 -0.706 7.297
H 0.606 1.195 6.480
H -0.248 1.124 4.129

***

Values of energy above the lowest of the compared OMol25 structures with the same formula, charge and spin, in order: 382.9; 20.3; 46.3; 0.0, all in kJ/mol.